No. 1
17
Properties=species:S:1:pos:R:3:forces:R:3 method="wB97M-V/def2-TZVPD" e_homo_ev="1.435 / -3.618" total_charge=-1 relative_energy_kcal_mol=50.4 multiplicity=2 energy_ev=-6849.6316
C -2.392249 1.006899 1.676672 -1.910 0.159 -2.168
C -0.890763 0.710778 1.298384 -1.569 -0.357 2.743
C -0.565394 -0.113695 0.130940 0.252 -1.623 -2.876
C 0.698151 -0.259047 -0.380138 -1.206 1.434 2.097
N 1.096511 -0.971243 -1.459441 -0.697 -2.559 0.521
C 2.482136 -0.750847 -1.914300 -3.030 1.674 -1.027
H -2.996195 0.011858 1.789600 1.082 1.770 -0.106
H -2.869076 1.555520 0.729064 0.675 -1.046 2.002
H -2.620974 1.688639 2.588403 0.882 -1.258 -1.445
H -0.384506 1.659394 1.400313 0.579 0.169 -0.314
H -0.613816 0.073728 2.135660 0.579 0.335 0.681
H -1.352363 -0.768414 -0.373087 0.775 1.168 0.804
H 1.506306 0.291185 0.157234 -0.603 -0.179 -0.545
H 0.740218 -2.052594 -1.473973 1.264 2.986 -0.155
H 2.707015 0.364358 -1.908160 -0.052 -1.558 0.146
H 3.172050 -1.388466 -1.484164 1.767 -1.006 1.183
H 2.282946 -1.058047 -2.913011 1.212 -0.111 -1.541



No. 2
76
Properties=species:S:1:pos:R:3:forces:R:3 method="wB97M-V/def2-TZVPD" e_homo_ev=-11.049 total_charge=+2 relative_energy_kcal_mol=0.0 energy_ev=-51994.4105
C -1.043930 -2.127608 -9.281521 -0.514 0.430 -1.279
C -1.579990 -1.284295 -10.207334 0.616 -2.316 0.605
H -0.993062 -3.193031 -9.513896 0.107 0.322 0.225
H -0.640903 -1.780767 -8.333783 -0.120 -0.143 -0.187
C -1.727992 0.129481 -9.961548 0.192 2.050 1.363
C -1.416026 0.692989 -8.760303 -0.485 -0.105 -1.308
H -1.082699 0.111151 -7.904264 -0.059 0.187 -0.189
H -1.524370 1.773048 -8.646176 0.044 -0.343 0.128
C -2.034307 -1.850523 -11.540208 -0.080 -0.141 0.102
H -1.815969 -2.923392 -11.568594 -0.066 0.235 -0.079
H -1.524668 -1.375790 -12.390940 -0.104 -0.065 0.281
H -3.116284 -1.724905 -11.697183 0.293 0.037 0.076
C -2.251424 1.016532 -11.075870 0.114 0.130 0.059
H -3.233466 0.687489 -11.444265 0.270 0.017 0.143
H -1.571751 1.042156 -11.941359 -0.165 -0.099 0.252
H -2.353549 2.040935 -10.702210 -0.022 -0.192 -0.154
Be 0.613801 0.095409 -0.754232 -0.071 -0.712 0.850
O -0.108726 -0.001126 -2.240610 0.886 0.181 -1.375
C 0.633169 0.195245 -3.242675 -0.303 0.173 1.790
O 1.553767 1.445554 -0.813952 1.095 0.646 -2.084
C 2.099472 1.644534 -1.925045 -0.437 -0.352 1.422
O 3.085002 2.489808 -2.107868 -0.439 -0.456 -0.463
N 1.772906 0.982262 -3.091968 -0.529 0.042 -0.190
C 3.451214 2.489324 -3.532919 0.824 0.904 0.174
C 2.608606 1.450142 -4.207259 -0.547 -0.835 -0.284
H 4.518099 2.258637 -3.616800 -0.271 0.258 0.250
H 3.230852 3.482705 -3.930738 0.243 -0.083 0.282
H 3.194281 0.620346 -4.616927 -0.106 0.183 0.102
H 1.976761 1.873506 -4.993057 0.187 -0.021 0.123
C 0.447138 -0.377588 -4.548996 -0.570 -0.596 -0.922
C -0.415669 -1.393509 -4.768277 0.604 0.660 0.286
H 1.079913 0.018807 -5.349540 -0.339 -0.474 0.294
H -1.075268 -1.755693 -3.981422 0.219 0.013 -0.133
H -0.430560 -1.887398 -5.736355 -0.188 0.153 0.144
F -1.518161 3.166826 4.533855 0.548 -0.834 -0.091
C -0.961489 1.917050 4.381383 -0.424 0.693 0.012
C -0.781486 1.433271 3.109794 -0.023 -0.383 0.481
C -0.274771 0.126319 2.941822 -0.045 0.092 0.544
C 0.021512 -0.388097 1.634405 0.457 -0.330 -1.000
O -0.283617 0.269335 0.565675 0.035 -0.172 0.845
C 0.752564 -1.613767 1.568505 0.112 0.302 0.466
C 0.955797 -2.350434 2.718067 -0.721 0.625 0.567
N 0.509917 -1.947824 3.950344 -0.050 1.349 -2.217
C 0.678747 -2.763879 5.086238 0.174 -0.936 1.145
C 0.945406 -4.230139 4.938307 -0.157 -0.330 0.031
C 2.045476 -3.304029 5.348029 0.624 -0.131 0.487
C 0.049604 -0.633873 4.095923 0.220 -0.341 -0.510
C -0.032363 -0.068155 5.368293 -0.596 0.734 0.264
C -0.579689 1.215275 5.555837 0.350 -0.819 -0.722
N -0.665640 1.727812 6.847247 0.162 -0.068 0.185
C 0.439418 1.500995 7.766375 -0.090 -0.059 -0.302
C -0.095851 0.981416 9.090311 0.249 -0.308 -0.428
N -1.100176 1.976058 9.554772 0.140 0.422 0.946
C -2.199887 2.348372 8.623575 -0.384 -0.189 -0.553
C -1.587089 2.758109 7.291893 0.306 0.029 -0.335
C 1.397786 -2.090689 0.281346 0.054 -1.549 0.075
O 1.741077 -3.268776 0.220078 -0.140 1.453 -0.034
O 1.539254 -1.195256 -0.650234 -0.279 0.106 0.109
H -1.007442 2.025456 2.227187 -0.055 -0.023 0.252
H 1.489190 -3.295587 2.698803 -0.186 0.193 -0.346
H 0.058402 -2.497074 5.940491 0.143 -0.017 -0.476
H 0.541183 -4.863619 5.729315 0.000 0.115 -0.457
H 0.965884 -4.658678 3.936335 -0.052 -0.030 0.428
H 2.815133 -3.088714 4.601564 -0.229 0.045 0.382
H 2.366281 -3.349065 6.388233 0.157 -0.011 -0.369
H 0.324093 -0.632220 6.230084 -0.289 0.249 -0.355
H 0.984829 2.453861 7.931111 -0.072 -0.307 0.006
H 1.138007 0.779255 7.332479 -0.067 0.324 0.256
H -0.607610 0.020012 8.999311 0.116 0.114 -0.109
H 0.697158 0.911161 9.842588 -0.259 0.041 -0.039
H -1.506066 1.653817 10.436504 0.118 0.260 0.071
H -0.577577 2.838522 9.720177 -0.029 0.071 0.453
H -2.747933 3.177401 9.079761 0.065 -0.156 -0.024
H -2.854767 1.479481 8.541685 0.044 0.076 -0.137
H -1.031035 3.704925 7.424358 -0.294 -0.044 -0.071
H -2.368456 2.910714 6.546247 0.092 0.060 0.267



No. 3
73
Properties=species:S:1:pos:R:3:forces:R:3 method="wB97M-V/def2-TZVPD" e_homo_ev=-6.210 total_charge=-1 energy_ev=-83602.1221
C -4.654671 4.217906 0.443048 0.154 0.517 0.200
O -3.739961 4.650819 -0.594600 -0.011 -1.348 0.628
C -2.835623 3.551053 -0.853764 -0.143 0.374 -1.343
C -1.884559 3.901618 -2.068853 -0.276 -0.845 1.328
C -0.833921 2.695190 -2.175768 -0.458 1.493 -0.242
C -1.323319 1.645344 -3.232063 0.482 0.273 -0.161
C -0.650217 0.217100 -3.169607 0.209 0.281 -0.100
C 0.089360 -0.145205 -1.834814 -0.058 -0.854 0.142
C -0.820704 -0.742500 -0.681496 0.146 0.487 -0.510
C -2.307621 -0.236114 -0.668893 -0.161 -0.541 1.051
C -2.988088 -0.368821 0.769135 -0.338 -0.112 -0.919
C -3.437935 -1.840706 1.126414 -0.107 1.412 0.725
S -2.445737 -2.455960 2.567892 -0.113 -2.276 0.253
O -2.876582 -1.761080 3.781882 0.361 0.188 -1.473
O -2.689054 -3.908663 2.588569 0.200 1.537 -0.349
N -0.843314 -2.213551 2.123247 -0.722 1.766 2.178
S 0.094288 -1.620231 3.347879 1.574 -4.848 0.143
O -0.116221 -2.268264 4.651568 -0.819 1.835 -0.997
O 1.496173 -1.881799 2.968020 -1.492 1.718 -0.712
C -0.054845 0.211254 3.600058 0.122 1.584 0.649
F -1.165879 0.521884 4.377212 0.958 -0.403 -1.218
F -0.206100 0.859010 2.362257 -0.165 -0.846 1.209
C 1.166139 0.871092 4.292730 1.867 1.620 0.714
C 1.288434 2.327052 4.138758 0.828 -0.687 0.711
C 2.389584 3.083537 4.711335 -0.901 -2.931 -0.158
C 3.394498 2.335557 5.445013 -0.511 -0.113 -0.261
C 3.304851 0.910311 5.639934 -1.828 0.815 -0.781
C 4.352506 0.063464 6.409794 -0.213 -0.090 -2.122
F 3.798635 -0.656449 7.423260 1.002 1.031 -0.597
F 5.439901 0.799565 6.806281 -1.336 -0.849 0.301
F 4.854049 -0.866254 5.503786 -0.323 0.733 1.258
C 2.173909 0.187278 5.064454 -0.065 0.846 -0.253
H -4.456184 3.154021 0.720474 -0.263 0.806 -0.126
H -5.724730 4.312599 0.109921 1.032 0.033 0.251
H -4.449523 4.870307 1.332519 -0.481 -0.646 -0.598
H -3.492895 2.692988 -1.183591 0.850 0.461 0.489
H -2.256440 3.267343 0.071587 -0.499 0.315 -0.824
H -1.377273 4.879789 -1.863567 -0.462 -0.828 -0.260
H -2.544831 3.976229 -2.966381 0.735 0.092 0.514
H 0.142336 3.190569 -2.441219 -0.729 -0.923 0.046
H -0.713549 2.306327 -1.136380 -0.057 -0.039 -0.929
H -1.082788 2.078745 -4.246317 -0.414 -0.338 0.935
H -2.439615 1.585666 -3.178554 0.854 -0.084 0.083
H 0.094636 0.161601 -4.013036 -0.646 0.051 0.835
H -1.427268 -0.564509 -3.403105 0.756 0.674 0.302
H 0.705836 0.674799 -1.391360 -0.598 -0.342 -0.731
H 0.820180 -0.953983 -2.092626 -0.578 0.967 0.363
H -0.814416 -1.860262 -0.815685 -0.073 1.048 0.527
H -0.334575 -0.467940 0.288250 -0.491 -0.608 -0.827
H -2.901466 -0.889582 -1.372543 0.397 0.926 0.497
H -2.432765 0.840525 -0.945480 0.380 -1.011 -0.038
H -2.339415 0.015485 1.592001 -0.350 -0.206 -0.808
H -3.892385 0.305151 0.737263 0.714 -0.740 0.162
H -3.433270 -2.555333 0.272367 0.316 0.462 0.768
H -4.481185 -1.759540 1.541888 1.037 -0.497 -0.272
H 0.498913 2.862966 3.560806 0.809 -0.525 0.546
H 2.397437 4.177307 4.538789 0.332 -0.915 0.345
H 4.258390 2.900405 5.858357 -0.690 -0.618 -0.265
H 2.081086 -0.918935 5.185730 0.182 1.095 -0.091
C 4.037475 -3.618141 -6.766058 -0.330 -0.061 -0.075
C 4.354553 -3.485899 -5.290393 0.507 -0.092 -0.418
O 3.200525 -3.045411 -4.559708 -0.459 -0.046 0.419
C 2.319116 -3.996964 -4.225792 1.068 -0.143 -0.555
O 2.433347 -5.157842 -4.496896 -0.434 0.191 0.240
C 1.172797 -3.393365 -3.411876 -1.351 0.600 0.881
F 0.723229 -2.237857 -3.944121 0.438 -0.585 -0.301
F 1.553536 -3.123812 -2.153422 0.374 -0.260 -0.410
F 0.118472 -4.213370 -3.327799 0.517 -0.093 -0.332
H 3.629138 -2.683304 -7.155384 0.139 0.022 0.038
H 4.934809 -3.875060 -7.330801 -0.006 0.024 0.058
H 3.286737 -4.391136 -6.938721 0.113 -0.046 0.046
H 5.122328 -2.725389 -5.145152 -0.249 0.108 0.176
H 4.741722 -4.418627 -4.876649 -0.249 0.002 0.045



No. 4
102
Properties=species:S:1:pos:R:3:forces:R:3 method="wB97M-V/def2-TZVPD" e_homo_ev=-9.129 total_charge=0 energy_ev=-114853.0631
K -14.317316 8.334372 18.841255 -0.036 0.709 -0.423
C -14.946160 13.293696 19.571344 -0.076 -0.298 0.041
C -15.598076 12.278073 18.626747 -0.356 0.589 0.557
C -15.706313 12.898775 17.244445 -0.402 0.009 -0.548
O -14.947261 11.063322 18.611643 0.306 -0.603 0.124
H -15.052006 12.966261 20.608251 0.194 -0.056 0.000
H -15.408129 14.282800 19.506795 0.117 0.041 -0.115
H -13.885557 13.366325 19.329280 -0.018 0.181 0.028
H -16.631081 12.150269 19.025677 0.019 -0.009 -0.293
H -16.166112 12.196742 16.537706 0.223 -0.046 0.019
H -14.728751 13.193674 16.851539 0.063 -0.170 0.086
H -16.339283 13.791574 17.216287 0.082 -0.018 0.203
C -13.144932 10.512799 21.781240 -0.030 -0.256 0.687
O -12.987158 10.418099 20.397530 0.011 -0.323 -0.588
H -14.154954 10.230806 22.108534 0.006 0.169 -0.025
H -12.463421 9.805001 22.263650 0.015 0.039 -0.137
H -12.893650 11.498335 22.190021 -0.146 0.075 -0.171
H -13.743035 10.819983 19.902361 -0.096 0.215 -0.108
C -17.606593 9.811826 16.311133 0.528 -0.051 0.133
O -16.667447 9.312959 17.264528 -0.206 0.018 0.291
H -17.067393 10.227991 15.453126 -0.184 -0.004 -0.090
H -18.220743 8.977964 15.981087 -0.060 0.016 -0.029
H -18.243168 10.583043 16.750127 -0.088 -0.048 -0.023
H -16.237620 10.074016 17.712702 0.360 -0.006 -0.044
C -16.474896 11.665675 22.721651 -0.187 -0.040 -0.021
O -17.619808 12.183214 23.391815 0.186 -0.018 -0.233
H -16.424336 10.608167 22.973536 0.066 -0.004 0.029
H -16.556582 11.758054 21.632935 -0.018 -0.029 0.020
H -15.545012 12.151953 23.028267 -0.044 0.001 0.108
H -17.694395 13.113731 23.164180 -0.052 0.070 0.087
C -13.879941 10.426550 15.254789 -0.309 0.000 -0.030
O -13.409245 10.081341 16.546217 0.286 -0.141 0.274
H -14.037591 11.502425 15.143322 0.101 0.002 0.005
H -13.149352 10.105058 14.513307 0.078 0.012 0.058
H -14.829588 9.930491 15.020650 0.050 -0.013 0.079
H -13.817073 10.659289 17.229856 -0.396 -0.043 -0.113
O -9.370573 13.049116 18.070291 0.199 -0.260 0.270
S -10.216529 13.739245 17.163628 -0.263 -0.304 -0.655
O -10.530873 15.116212 17.367519 -0.161 0.616 0.425
O -9.554564 13.601976 15.735398 0.201 0.014 0.008
C -9.924008 14.564660 14.715216 -0.065 0.466 -0.137
C -9.193956 14.170035 13.456091 -0.710 -0.854 0.076
C -11.714732 12.849667 16.899895 -0.027 -0.271 0.242
H -9.671209 15.567851 15.061344 0.168 -0.119 0.053
H -11.003955 14.562523 14.554873 0.002 -0.187 0.079
H -8.126750 14.057348 13.620613 0.109 0.338 -0.134
H -9.465014 14.839476 12.643360 0.346 0.254 0.031
H -9.579793 13.188199 13.156314 0.180 0.046 -0.007
H -12.162396 12.556273 17.850126 0.037 0.307 0.082
H -11.493567 11.922748 16.376726 0.046 0.081 -0.150
H -12.367711 13.504954 16.329354 -0.075 -0.126 -0.069
O -20.713450 15.524815 17.260007 -0.821 -0.135 -0.194
S -19.307408 15.576821 17.380745 0.291 0.380 1.306
O -18.466430 15.497977 16.239227 0.680 -0.284 -0.969
O -19.000824 16.928373 18.135450 0.121 -0.117 0.154
C -17.601643 17.350792 18.244932 0.016 -0.271 -0.216
C -17.610061 18.664058 18.984988 -0.180 0.143 -0.066
C -18.785895 14.359043 18.564673 -0.528 0.332 -0.363
H -17.210256 17.397893 17.229536 0.026 0.265 0.058
H -17.034142 16.584495 18.778316 -0.040 0.056 0.024
H -17.625264 18.503061 20.060892 -0.080 0.041 0.024
H -18.506029 19.212902 18.691285 0.046 0.055 0.072
H -16.745895 19.278116 18.746349 0.132 -0.163 -0.040
H -17.708616 14.420643 18.663633 0.047 -0.193 0.134
H -19.136606 13.403834 18.172467 0.224 -0.088 0.041
H -19.313712 14.593449 19.485245 0.081 -0.051 0.113
O -14.559978 17.535292 18.778706 -0.600 -0.056 -0.353
S -13.321188 17.494864 19.476228 0.478 0.035 0.131
O -13.127765 18.311863 20.631965 0.051 0.272 0.061
O -13.124645 15.986812 19.895220 0.157 -0.271 0.090
C -12.069555 15.736873 20.855733 0.134 -0.344 0.488
C -12.118300 14.300232 21.337177 0.270 0.283 -0.025
C -12.006725 17.715154 18.330162 -0.003 0.166 -0.010
H -12.215511 16.402317 21.705118 -0.027 0.077 -0.078
H -11.089134 15.947396 20.422505 -0.134 0.016 -0.239
H -13.046181 14.094171 21.867664 -0.035 -0.056 -0.052
H -11.281546 14.204091 22.034139 -0.109 -0.131 0.064
H -11.959671 13.568431 20.546798 -0.089 0.051 -0.074
H -11.915642 18.771932 18.089521 -0.215 0.025 -0.019
H -12.256923 17.119122 17.457112 0.173 -0.014 -0.067
H -11.075738 17.389065 18.783203 0.009 -0.143 -0.037
C -18.573413 12.817369 14.306468 -0.020 0.306 -0.027
N -17.594693 12.982308 13.194168 -0.176 -0.460 -0.067
O -17.435288 14.102647 12.759507 0.145 0.016 -0.031
O -17.020237 11.983097 12.807547 0.031 0.181 0.044
H -19.089806 11.870858 14.210630 0.098 -0.108 -0.150
H -19.243371 13.667481 14.248983 -0.007 -0.009 0.204
H -17.986596 12.834946 15.222178 -0.081 0.069 0.058
C -18.868363 10.887718 20.256932 0.528 0.253 1.228
N -20.028551 10.426184 19.480465 -0.016 -0.012 -0.555
O -20.176056 10.906073 18.364807 -0.076 -0.160 0.402
O -20.737394 9.582195 19.985884 0.115 0.202 -0.187
H -19.149605 10.940210 21.308092 -0.154 -0.096 -0.077
H -18.517793 11.863759 19.947080 -0.234 -0.010 -0.407
H -18.047266 10.177229 20.183162 -0.177 -0.171 -0.350
C -15.473815 15.482085 15.143578 -0.033 0.147 0.205
N -14.082902 15.069279 14.821531 -0.002 0.406 -0.154
O -13.180236 15.832524 15.120520 -0.127 -0.168 0.029
O -13.929160 14.004203 14.261441 0.119 -0.087 0.062
H -15.782705 16.267329 14.459200 0.135 -0.094 -0.197
H -15.471733 15.893570 16.149270 0.042 -0.114 0.049
H -16.091299 14.604033 15.041995 -0.160 0.055 0.013